A structure of composition C17H28BrNO6Tl in a non-equilibrium geometry. Source: the OMol25 dataset; level of theory: ωB97M-V/def2-TZVPD.

net charge = +3
relative energy (zero: lowest compared OMol25 entry of this formula, charge and spin) = 27.5 kJ/mol
HOMO-LUMO gap (spin up / spin down) = 7.09 / 4.54 eV
F_max = 1.8 eV Å⁻¹

```
54
C17H28BrNO6Tl | the OMol25 dataset | ωB97M-V/def2-TZVPD
Tl 0.21 0.25 0.22
C 1.51 2.31 -2.20
C 0.28 1.66 -2.83
O -0.66 1.56 -1.77
C -1.95 2.15 -1.92
C -2.41 2.56 -0.54
O -2.03 1.57 0.42
C -3.02 1.31 1.41
C -2.45 0.31 2.40
O -1.67 -0.70 1.77
C -2.40 -1.61 0.95
C -1.39 -2.52 0.37
O -0.58 -1.71 -0.50
C 0.38 -2.46 -1.23
C 1.69 -2.46 -0.47
O 2.14 -1.12 -0.29
C 2.85 -0.60 -1.42
C 3.16 0.83 -1.13
O 1.98 1.64 -1.02
H 1.22 3.30 -1.86
H 2.30 2.41 -2.95
H 0.47 0.67 -3.24
H -0.07 2.30 -3.64
H -2.62 1.46 -2.43
H -1.88 3.06 -2.53
H -3.49 2.71 -0.54
H -1.95 3.51 -0.26
H -3.93 0.97 0.92
H -3.26 2.22 1.98
H -3.25 -0.14 2.99
H -1.76 0.80 3.08
H -2.93 -1.08 0.16
H -3.13 -2.17 1.55
H -1.86 -3.33 -0.19
H -0.76 -2.95 1.15
H 0.48 -2.00 -2.21
H 0.05 -3.50 -1.37
H 2.43 -3.05 -1.02
H 1.55 -2.88 0.52
H 2.28 -0.73 -2.34
H 3.79 -1.15 -1.53
H 3.82 1.23 -1.90
H 3.66 0.90 -0.16
Br 3.73 3.87 4.93
C 3.17 2.20 4.54
C 3.40 1.13 5.42
C 2.96 -0.11 5.02
C 2.30 -0.23 3.78
N 2.05 0.79 2.94
C 2.47 1.98 3.30
H 3.91 1.28 6.36
H 3.11 -0.98 5.64
H 1.96 -1.21 3.46
H 2.29 2.82 2.63
```

Charges computed using Löwdin, reported in e:
1. Tl 1.3565
2. C -0.1180
3. C -0.1356
4. O -0.2472
5. C -0.1133
6. C -0.1275
7. O -0.2438
8. C -0.1451
9. C -0.1412
10. O -0.2240
11. C -0.1442
12. C -0.1203
13. O -0.2540
14. C -0.1302
15. C -0.1351
16. O -0.2392
17. C -0.1473
18. C -0.1423
19. O -0.2213
20. H 0.1480
21. H 0.1506
22. H 0.1335
23. H 0.1533
24. H 0.1495
25. H 0.1499
26. H 0.1491
27. H 0.1460
28. H 0.1452
29. H 0.1519
30. H 0.1539
31. H 0.1364
32. H 0.1479
33. H 0.1640
34. H 0.1628
35. H 0.1516
36. H 0.1420
37. H 0.1593
38. H 0.1596
39. H 0.1436
40. H 0.1361
41. H 0.1620
42. H 0.1532
43. H 0.1416
44. Br 1.1885
45. C -0.6247
46. C -0.0286
47. C 0.0312
48. C -0.0128
49. N 0.0824
50. C -0.1011
51. H 0.1415
52. H 0.1438
53. H 0.1338
54. H 0.1279